Computed, not measured: a cluster of 2 separate species, C5H15NOS in total at a distorted geometry, with ωB97M-V/def2-TZVPD.

The geometry in XYZ format:
```
23
Properties=species:S:1:pos:R:3:forces:R:3:lowdin_charge:R:1
C -0.4561 -0.3435 1.0787 0.437 -1.239 0.182 -0.2066
C -1.1465 -0.5347 -0.2696 -2.197 0.076 -1.192 -0.2868
C -0.4393 -1.3020 -1.3940 2.344 -0.034 0.494 -0.4934
S 0.6065 -0.2797 -2.6013 -1.195 -0.135 0.535 0.6591
C 0.3691 0.9434 1.2735 -1.194 0.090 -0.425 -0.2344
N -0.3252 2.0010 2.0125 -0.862 0.278 -0.021 -0.1342
C -1.4305 2.6118 1.2314 0.110 -1.080 1.050 -0.1203
H -1.2237 -0.4191 1.8568 -0.048 0.281 0.013 0.1073
H 0.1590 -1.2586 1.2440 -0.491 1.019 -0.073 0.0731
H -2.1170 -1.0510 -0.0969 0.573 -0.158 0.088 0.1136
H -1.5411 0.4015 -0.6839 0.432 0.152 0.086 0.0844
H -0.9008 -1.9794 -2.0873 -1.464 0.188 0.060 0.0391
H 0.2328 -1.9997 -0.8754 0.317 0.321 -0.277 0.0502
H 1.7830 -0.6115 -2.1365 0.791 -0.170 0.372 -0.1986
H 0.5246 1.3151 0.2567 0.789 0.172 0.210 0.1047
H 1.2668 0.7782 1.8481 0.600 -0.299 -0.300 0.0981
H -0.7616 1.5397 2.8050 0.142 0.172 0.192 0.0851
H -2.0639 1.8439 0.8004 0.085 -0.228 -0.870 0.0519
H -2.1721 3.0662 1.8874 0.539 0.770 0.204 0.0739
H -0.9857 3.2809 0.5113 -0.324 0.258 -0.314 0.0780
H 2.4411 -1.8233 1.6817 -0.352 0.054 -0.278 0.0613
H 2.0656 -3.1783 1.1358 -0.248 0.334 -0.154 0.0620
O 1.7818 -2.2477 1.1061 1.217 -0.823 0.416 -0.0677
```
Positions in Å, forces in eV/Å.

Output
SMILES = CNCCCCS.O
M = 137.2 g mol⁻¹
total energy = -19799.8017 eV
F_max = 0.049 Eh/bohr
ΔE to the lowest compared entry with this formula, charge and spin = 148.1 kJ/mol
gap between HOMO and LUMO = 0.32882 hartree

Computed, not measured: a structure of composition C45H49IrN6OP2 at a distorted geometry, with ωB97M-V/def2-TZVPD.

The geometry in XYZ format:
```
104
Properties=species:S:1:pos:R:3:forces:R:3:lowdin_charge:R:1
Ir 0.4507 -0.2532 0.0125 -0.412 -0.917 1.726 1.0465
C 0.3999 2.7590 1.0702 -0.142 -0.247 -0.037 -0.1896
P 0.7930 1.9025 -0.5210 -0.330 0.189 -0.213 1.0205
C 2.4885 2.1944 -1.1272 -0.121 0.167 -0.190 -0.3310
C 3.4538 1.1884 -1.1473 -0.044 -0.198 -0.240 -0.1514
C 4.7332 1.4432 -1.6080 -0.009 -0.015 -0.049 -0.0613
C 5.0672 2.7093 -2.0751 -0.044 0.043 0.027 -0.0497
C 4.1106 3.7121 -2.0785 0.029 -0.042 0.005 -0.0471
C 2.8277 3.4556 -1.6107 -0.028 0.071 0.049 -0.0558
C -0.3711 2.7297 -1.6467 0.052 0.271 0.169 -0.2950
C -0.5176 4.1155 -1.4898 -0.068 -0.057 -0.069 -0.0950
C -1.3829 4.8304 -2.3007 0.022 0.006 0.031 -0.0518
C -2.1336 4.1740 -3.2637 -0.029 -0.002 -0.020 -0.0477
C -2.0101 2.8023 -3.4133 0.014 0.014 0.006 -0.0458
C -1.1314 2.0866 -2.6145 0.064 -0.091 0.006 -0.0760
C -0.8920 2.0748 1.4181 0.336 0.093 -0.008 -0.3621
C -2.1226 2.4993 1.8616 0.171 -0.145 -0.018 -0.0186
C -2.9891 1.3768 1.7966 0.103 -0.121 -0.006 -0.0293
C -2.2532 0.3230 1.3028 -0.212 -0.246 -0.032 -0.3946
C -2.5863 -1.0742 0.8860 0.061 0.048 -0.058 -0.2374
P -1.6836 -1.3528 -0.6975 0.036 0.416 -0.235 1.0288
C -1.6496 -3.1621 -0.8836 0.098 0.021 0.077 -0.3549
C -2.3270 -3.8541 -1.8841 -0.004 0.060 0.019 -0.0651
C -2.2540 -5.2393 -1.9418 0.001 -0.024 -0.007 -0.0519
C -1.5159 -5.9432 -1.0031 -0.009 -0.022 0.021 -0.0549
C -0.8541 -5.2629 0.0114 -0.006 0.019 -0.029 -0.0621
C -0.9181 -3.8811 0.0662 0.013 0.022 0.027 -0.1218
C -2.7689 -0.7208 -2.0154 -0.084 -0.196 0.052 -0.3515
C -3.9586 -0.0689 -1.7025 0.062 0.128 0.054 -0.0594
C -4.8198 0.3510 -2.7078 0.020 -0.010 -0.010 -0.0467
C -4.5118 0.1095 -4.0358 0.009 -0.001 0.012 -0.0613
C -3.3225 -0.5320 -4.3613 -0.030 0.045 0.008 -0.0634
C -2.4551 -0.9347 -3.3614 0.075 -0.083 0.005 -0.1257
N -0.9603 0.7397 1.0977 0.189 0.209 -0.431 -0.1839
H 0.2717 3.8324 0.9746 0.034 -0.027 -0.098 0.0906
H 1.1952 2.5839 1.7841 0.010 -0.024 0.099 0.0591
H 3.2067 0.1897 -0.7998 -0.021 0.035 -0.065 0.0863
H 5.4717 0.6519 -1.6049 0.005 -0.001 -0.011 0.1152
H 6.0666 2.9117 -2.4355 0.008 -0.006 -0.003 0.1170
H 4.3546 4.7000 -2.4446 0.012 -0.002 -0.009 0.1178
H 2.0989 4.2536 -1.6410 -0.044 -0.005 0.016 0.1015
H 0.0297 4.6569 -0.7320 0.027 0.032 -0.060 0.0932
H -1.4777 5.8997 -2.1693 0.005 0.004 0.002 0.1165
H -2.8165 4.7322 -3.8898 -0.004 0.001 -0.011 0.1163
H -2.5974 2.2800 -4.1565 0.010 -0.006 0.005 0.1017
H -1.0304 1.0264 -2.7544 -0.015 0.038 -0.002 0.0565
H -2.3720 3.4893 2.2042 -0.006 0.026 -0.002 0.1111
H -4.0238 1.3420 2.0958 -0.027 0.002 -0.003 0.1116
H -3.6520 -1.2528 0.7528 -0.031 0.079 -0.023 0.1035
H -2.2537 -1.8469 1.5896 0.102 0.033 -0.036 0.0778
H -2.9253 -3.3238 -2.6112 -0.010 0.020 -0.017 0.1029
H -2.7890 -5.7695 -2.7178 -0.006 -0.005 -0.011 0.1167
H -1.4699 -7.0229 -1.0496 0.001 -0.007 -0.006 0.1159
H -0.2944 -5.8093 0.7588 0.007 -0.007 0.008 0.1126
H -0.3950 -3.3598 0.8627 0.010 0.016 0.009 0.0828
H -4.2169 0.1533 -0.6776 -0.003 -0.008 0.032 0.0962
H -5.7342 0.8645 -2.4438 -0.013 -0.005 -0.001 0.1182
H -5.1896 0.4244 -4.8173 -0.014 -0.001 -0.013 0.1178
H -3.0718 -0.7195 -5.3965 0.007 -0.007 -0.017 0.1170
H -1.5362 -1.4296 -3.6509 0.002 -0.012 0.046 0.0995
C 2.4013 0.6110 -4.4855 0.060 -0.047 0.000 0.0387
C 1.6334 -0.2740 -3.5524 -0.231 0.158 0.159 -0.4856
O 0.9383 0.1656 -2.6339 0.372 0.058 -0.350 -0.1019
N 1.6849 -1.6068 -3.7434 0.165 -0.078 -0.019 0.1081
C 0.9533 -2.4673 -2.8328 -0.092 0.068 -0.022 -0.1321
C 1.7576 -2.8600 -1.6210 -0.095 -0.025 -0.004 -0.2315
C 2.5632 -3.9826 -1.7561 -0.023 -0.029 0.026 0.0037
C 3.3569 -4.4165 -0.7132 -0.024 0.035 0.011 -0.0109
C 3.3116 -3.6894 0.4618 -0.015 -0.018 0.020 -0.0216
C 2.4912 -2.5837 0.5296 -0.112 0.078 0.132 -0.1268
N 1.7043 -2.1434 -0.4710 0.338 0.119 -0.445 0.0143
H 2.1545 1.6465 -4.2709 -0.009 0.015 -0.008 0.0926
H 2.1661 0.3796 -5.5242 0.000 0.004 -0.010 0.0982
H 3.4722 0.4647 -4.3381 0.025 0.001 -0.004 0.0943
H 2.2942 -1.9940 -4.4456 -0.062 -0.031 -0.018 0.1585
H 0.6330 -3.3637 -3.3622 0.054 -0.017 0.016 0.1416
H 0.0711 -1.9196 -2.5268 0.003 -0.022 0.015 0.0421
H 2.5442 -4.5203 -2.6944 0.017 -0.003 -0.010 0.1292
H 3.9831 -5.2923 -0.8141 0.006 -0.008 0.002 0.1277
H 3.8989 -3.9618 1.3273 0.009 -0.013 -0.008 0.1209
H 2.4631 -2.0089 1.4372 0.004 -0.056 -0.075 0.0704
C 0.9859 -2.5308 4.8737 -0.028 0.011 -0.007 -0.1431
C -0.1918 -1.9706 4.1111 -0.021 0.019 0.061 -0.1550
N 0.3011 -1.2758 2.9271 0.025 -0.044 -0.366 0.0885
C 1.4840 -0.6242 2.8294 0.026 0.119 0.068 -0.3738
N 1.7650 0.0710 1.7161 -0.024 -0.010 0.190 -0.0811
C 2.9565 0.9226 1.8781 0.087 -0.028 -0.205 -0.2143
C 4.1275 0.1284 2.4225 0.040 0.013 -0.051 -0.1380
C 3.7486 -0.3178 3.8129 0.040 0.004 -0.001 -0.1325
N 2.3568 -0.7687 3.8490 -0.058 -0.045 -0.084 -0.0172
C 1.9468 -1.3875 5.1163 0.025 0.050 0.056 -0.1219
H 1.4760 -3.3172 4.2948 0.009 -0.004 0.007 0.1238
H 0.6612 -2.9603 5.8199 -0.010 0.011 0.002 0.1303
H -0.7485 -1.2727 4.7440 -0.024 -0.036 -0.011 0.1349
H -0.8816 -2.7500 3.7853 0.045 -0.013 0.007 0.1229
H -0.3941 -0.8872 2.3134 -0.209 0.201 0.055 0.0647
H 2.7511 1.7425 2.5746 -0.049 -0.002 0.026 0.1255
H 3.2130 1.3599 0.9218 -0.063 0.020 0.380 0.0640
H 5.0276 0.7407 2.4687 -0.005 0.025 -0.019 0.1314
H 4.3426 -0.7200 1.7686 -0.005 -0.014 0.016 0.1103
H 3.8656 0.5086 4.5199 0.003 -0.014 0.000 0.1399
H 4.3763 -1.1391 4.1639 -0.004 0.009 -0.018 0.1317
H 1.4932 -0.6321 5.7647 0.004 -0.014 0.006 0.1414
H 2.8557 -1.7328 5.6056 -0.018 -0.017 0.005 0.1285
```
Positions in Å, forces in eV/Å.

Output
net charge = +2
M = 944.1 g mol⁻¹
total energy = -79855.2306 eV
F_max = 0.039 Eh/bohr
ΔE to the lowest compared entry with this formula, charge and spin = 0.0 kJ/mol
gap between HOMO and LUMO = 0.24018 hartree

Computed, not measured: an isolated molecule of C6H8BNO3 at a distorted geometry, with ωB97M-V/def2-TZVPD.

The geometry in XYZ format:
```
19
Properties=species:S:1:pos:R:3:forces:R:3:lowdin_charge:R:1
B -2.3475 0.7503 0.2695 0.856 0.282 1.165 -0.7053
C 1.5491 1.5605 -0.0411 -0.092 1.689 -0.366 -0.0978
C 0.1237 1.7961 0.0024 -1.584 0.639 -0.963 -0.1232
C 2.0356 0.2936 -0.0449 1.878 1.746 1.340 -0.0920
C -0.7747 0.8244 0.0875 0.901 -4.647 0.288 0.0849
C -0.0753 -0.9272 0.0254 -2.344 6.041 0.020 -0.3255
C 1.8889 -2.1311 -0.3750 0.357 -1.115 0.700 -0.0315
N 1.2655 -0.8659 -0.0170 1.434 -0.829 0.025 -0.0779
O -0.8090 -1.8501 -0.1275 -0.272 -1.138 0.127 0.0859
O -2.7892 0.4709 1.5412 -2.619 -1.928 0.194 0.1271
O -3.1575 1.0548 -0.7433 -0.749 0.215 -1.709 0.1999
H 2.0950 2.5869 -0.0950 -0.079 -2.609 0.293 0.1338
H -0.3811 2.7833 -0.1883 1.265 -0.495 0.514 0.1280
H 3.1532 0.2048 0.2137 -1.848 -0.451 -0.983 0.1474
H 2.1039 -2.1710 -1.4164 0.240 0.075 -0.907 0.0872
H 2.7633 -2.4958 0.1774 0.155 1.107 0.169 0.0976
H 1.1947 -2.9219 -0.1555 -0.625 -0.129 -0.158 0.0789
H -3.7175 -0.0009 1.5761 2.745 1.636 -0.128 0.1660
H -4.1210 1.0382 -0.6892 0.380 -0.090 0.380 0.1166
```
Positions in Å, forces in eV/Å.

Output
SMILES = Cn1cccc(B(O)O)c1=O
M = 152.9 g mol⁻¹
total energy = -14661.2180 eV
F_max = 0.126 Eh/bohr
ΔE to the lowest compared entry with this formula, charge and spin = 85.5 kJ/mol
gap between HOMO and LUMO = 0.32105 hartree